# C14H32N2O10Sr

A molecular structure, C14H32N2O10Sr (wB97M-V/def2-TZVPD, the OMol25 dataset).

The geometry in XYZ format:
```
59
Properties=species:S:1:pos:R:3:forces:R:3
Sr -0.252209 0.198997 -0.064961 -3.567 5.760 -1.868
O 1.277871 2.932947 -1.888851 0.505 0.914 -0.525
C 0.834031 1.924727 -1.132981 0.628 -0.504 -3.517
O 0.369191 2.107167 -0.038001 1.569 10.795 -4.432
O 0.819731 0.778247 -1.618271 3.075 4.453 -8.461
H 0.860271 3.669127 -1.435791 0.387 0.890 0.020
O -1.959839 -1.472233 2.596309 0.409 -1.341 -0.008
C -1.442679 -0.760373 1.576839 -4.268 0.541 0.576
O -1.203289 -1.290263 0.475859 -11.102 -9.632 4.314
O -1.339139 0.469507 1.686879 -3.497 -0.428 5.476
H -2.144369 -0.893993 3.340069 0.119 0.430 -0.020
C 3.167311 -4.256953 -0.048431 -0.844 -1.234 -0.866
O 2.444311 -3.050513 -0.022591 1.842 -1.105 -1.387
C 1.954501 -2.608543 1.160519 -0.713 0.320 2.695
C 0.844101 -1.647873 0.806819 5.868 -2.578 0.557
N 1.392861 -0.769033 -0.271091 7.461 -6.060 0.618
C 2.354581 0.254507 0.016449 2.078 -0.716 2.315
C 2.067991 1.042327 1.319549 -0.320 1.338 1.222
O 0.658621 1.413337 1.600309 4.416 -1.909 8.233
C 0.452051 2.081837 2.845819 1.557 -0.100 -0.062
H 2.498471 -5.096553 0.140879 -0.259 -0.103 0.805
H 4.065571 -4.393633 0.553689 -0.016 0.703 0.239
H 3.390731 -4.498993 -1.087471 0.490 0.647 -0.163
H 2.697731 -2.175003 1.829669 0.618 0.256 -0.102
H 1.505701 -3.401393 1.758899 -0.065 -0.527 0.018
H 0.552951 -1.047813 1.668939 0.603 -0.465 0.210
H 0.037511 -2.282913 0.440439 1.414 0.039 -0.060
H 1.875721 -1.382873 -0.911511 -0.178 0.616 0.836
H 2.590691 0.872467 -0.849851 -0.224 -0.253 0.373
H 3.275891 -0.317073 0.128669 0.706 0.475 0.971
H 2.576281 2.006557 1.316799 0.447 -0.012 -0.350
H 2.461501 0.520767 2.192029 -0.138 -0.363 0.071
H 0.804251 1.534937 3.720429 -0.921 -1.045 0.294
H -0.567529 2.465197 2.885709 0.190 -0.441 0.087
H 1.153551 2.898607 3.015799 0.057 0.853 -0.970
C 0.853051 -2.373713 -2.359981 0.017 0.550 0.429
O -0.122669 -1.407863 -1.863221 0.131 -2.916 -3.465
C -1.253539 -1.303603 -2.711071 -2.165 1.618 0.735
C -1.781939 0.200817 -2.692301 1.073 -1.980 -0.646
N -1.965389 0.702857 -1.346941 -3.431 2.329 -3.089
C -1.910069 2.196827 -1.353211 0.603 -1.101 -0.795
C -2.065859 2.619247 0.061679 -1.800 0.888 -1.473
O -3.445459 2.267617 0.391839 1.977 0.452 1.517
C -3.712809 2.477257 1.782309 -1.344 -0.374 0.079
H 1.824931 -2.103403 -1.947101 -0.146 -0.194 -1.263
H 0.962221 -2.400953 -3.444161 -0.460 0.100 0.005
H 0.766251 -3.368853 -1.923781 -0.840 -0.170 -0.231
H -2.079869 -1.896613 -2.319131 0.011 -0.438 0.281
H -1.196779 -1.575883 -3.764991 0.941 -0.151 -0.025
H -2.679549 0.242067 -3.309311 -0.152 0.040 -0.120
H -0.969409 0.729087 -3.191131 -0.225 0.459 0.126
H -2.929409 0.647527 -1.050791 -0.321 -1.138 0.115
H -2.656519 2.629167 -2.019531 -0.240 0.050 -0.005
H -0.923379 2.495217 -1.707481 -0.919 0.192 -0.361
H -1.985739 3.694387 -0.098851 0.118 0.541 1.229
H -1.229619 2.156057 0.585369 -1.738 1.006 0.877
H -4.132919 3.457977 2.005469 -0.056 0.351 -0.454
H -2.950179 2.338267 2.548579 0.759 -0.337 -0.743
H -4.490259 1.751267 2.020199 -0.119 0.007 0.139
```
Forces are in eV/Å.

Results
gap between HOMO and LUMO: 7.94 eV
multiplicity: 1
energy above the lowest of the compared OMol25 structures with the same formula, charge and spin: 2017.4 kJ/mol
total energy: -1444.5829 Eh